Entry from the Open Molecules 2025 dataset: 6 unconnected molecules or ions with the total composition C28H53FN3O22S5 at a distorted geometry (ωB97M-V/def2-TZVPD).

As for the charge: +1. As for the total energy: -5008.694535 Eh. Its HOMO energy is -11.10 eV. Its spin multiplicity is 1. For the HOMO-LUMO gap, the calculation gives 0.2871 hartree.

Each line ends with the Mulliken charge.
Cartesian coordinates (Å):
C1 -1.240 -4.347 -3.968  -1.14
C2 -1.064 -4.006 -2.473  -0.51
C3 0.345 -3.414 -2.238  -0.12
C4 0.693 -3.247 -0.746  -1.03
C5 -0.437 -2.726 0.144  -0.77
C6 -0.796 -1.250 -0.075  -0.99
C7 0.224 -0.261 0.537  -1.40
C8 0.992 0.612 -0.457  -0.12
N1 1.169 -0.090 -1.758  0.12
C9 1.080 0.616 -2.817  -0.95
C10 0.876 2.059 -2.394  1.33
C11 2.317 2.571 -2.513  -0.52
O1 3.239 1.793 -2.414  -0.61
N2 2.551 3.953 -2.802  0.38
C12 3.946 4.209 -2.701  0.51
O2 4.522 4.486 -1.719  -0.39
F1 4.602 4.103 -3.862  -0.29
C13 0.246 1.846 -0.986  -0.47
C14 -0.048 3.001 -0.012  -1.38
C15 0.960 3.191 1.118  -0.38
C16 2.158 4.077 0.762  0.10
C17 1.894 5.604 0.899  -0.95
C18 1.796 6.395 -0.394  -0.74
N3 0.707 5.938 -1.276  -0.41
H1 -0.266 -4.591 -4.392  0.30
H2 -1.909 -5.209 -4.015  0.29
H3 -1.675 -3.494 -4.488  0.34
H4 -1.137 -4.877 -1.821  0.36
H5 -1.746 -3.202 -2.193  0.22
H6 0.364 -2.470 -2.807  -0.04
H7 1.105 -4.050 -2.700  0.50
H8 1.037 -4.222 -0.392  0.44
H9 1.560 -2.582 -0.612  0.47
H10 -1.327 -3.350 0.091  0.45
H11 -0.080 -2.799 1.177  0.38
H12 -1.052 -1.026 -1.117  0.53
H13 -1.734 -1.095 0.464  0.40
H14 -0.303 0.411 1.219  0.38
H15 0.913 -0.818 1.176  0.70
H16 2.003 0.845 -0.112  0.58
H17 1.352 -1.084 -1.888  0.05
H18 1.187 0.241 -3.827  0.51
H19 0.166 2.639 -2.982  0.68
H20 2.349 4.051 -3.805  0.12
H21 -0.757 1.448 -1.188  0.41
H22 -0.997 2.731 0.462  0.51
H23 -0.247 3.916 -0.566  0.14
H24 0.443 3.683 1.945  0.59
H25 1.305 2.247 1.540  0.55
H26 2.965 3.827 1.454  0.46
H27 2.554 3.892 -0.238  -0.42
H28 1.044 5.806 1.558  0.35
H29 2.772 5.997 1.420  0.36
H30 2.727 6.406 -0.962  0.29
H31 1.577 7.434 -0.107  0.47
H32 -0.170 6.018 -0.772  0.25
H33 0.640 6.494 -2.118  0.20
C19 4.009 3.309 5.097  -0.40
C20 3.370 2.396 6.120  -0.39
O3 1.980 2.740 6.088  -0.29
S1 1.563 3.175 4.605  1.14
O4 0.978 2.067 3.945  -0.38
O5 0.921 4.437 4.670  -0.62
O6 3.054 3.378 4.031  -0.28
H34 4.154 4.315 5.496  0.30
H35 4.958 2.926 4.729  0.34
H36 3.772 2.540 7.119  0.35
H37 3.469 1.345 5.836  0.26
C21 1.841 4.014 -7.145  -0.37
C22 0.785 4.531 -8.097  -0.45
O7 -0.445 3.971 -7.604  -0.29
S2 -0.387 3.846 -6.020  1.16
O8 -1.031 4.965 -5.439  -0.56
O9 -0.715 2.513 -5.650  -0.54
O10 1.205 4.045 -5.852  -0.31
H38 2.112 2.981 -7.370  0.29
H39 2.737 4.630 -7.139  0.37
H40 0.957 4.219 -9.123  0.33
H41 0.704 5.619 -8.056  0.32
C23 -0.097 -1.956 6.889  -0.36
C24 -1.516 -1.708 7.349  -0.39
O11 -1.861 -0.436 6.784  -0.33
S3 -1.111 -0.255 5.370  1.13
O12 -2.006 -0.609 4.325  -0.57
O13 -0.415 0.977 5.382  -0.42
O14 -0.057 -1.450 5.546  -0.34
H42 0.621 -1.394 7.489  0.27
H43 0.168 -3.010 6.903  0.32
H44 -1.605 -1.684 8.431  0.37
H45 -2.200 -2.459 6.946  0.28
C25 -6.388 -1.483 7.256  -0.37
C26 -5.288 -2.085 6.409  0.07
O15 -5.261 -3.468 6.775  -0.28
S4 -6.749 -3.950 7.150  1.09
O16 -7.322 -4.585 6.022  -0.53
O17 -6.705 -4.571 8.422  -0.52
O18 -7.404 -2.492 7.291  -0.31
H46 -6.050 -1.299 8.278  0.31
H47 -6.782 -0.562 6.835  0.32
H48 -4.322 -1.621 6.590  -0.02
H49 -5.526 -2.018 5.346  0.25
C27 0.445 -8.670 -6.056  -0.32
C28 -0.628 -8.141 -6.984  -0.28
O19 -1.844 -8.702 -6.477  -0.31
S5 -1.748 -8.850 -4.886  1.09
O20 -2.376 -7.726 -4.286  -0.50
O21 -2.075 -10.180 -4.535  -0.54
O22 -0.160 -8.653 -4.757  -0.30
H50 0.711 -9.700 -6.298  0.29
H51 1.341 -8.055 -6.061  0.30
H52 -0.476 -8.440 -8.017  0.31
H53 -0.704 -7.052 -6.927  0.25

***

Entry from the Open Molecules 2025 dataset: a molecular structure, C28H54Br4F3NiO12S5 at a distorted geometry (ωB97M-V/def2-TZVPD).

As for the charge: +1. As for the total energy: -16096.679851 Eh. Its HOMO energy (alpha / beta) is -11.39 / -11.39 eV. Its spin multiplicity is 3. For the HOMO-LUMO gap (alpha / beta), the calculation gives 0.2432 / 0.2183 hartree. For the relative energy (zero: lowest compared OMol25 entry of this formula, charge and spin), the calculation gives 3.1198 eV.

Each line ends with the Mulliken charge.
Cartesian coordinates (Å):
Ni1 -0.853 -5.028 1.464  0.96
C1 -1.632 -2.261 0.122  -0.78
O1 -0.524 -2.013 -0.557  -0.06
O2 -1.523 -3.374 0.707  -0.27
C2 -1.828 -1.174 1.069  0.92
F1 -1.636 -0.046 0.444  -0.21
F2 -3.116 -1.210 1.552  -0.26
F3 -0.961 -1.252 2.100  -0.18
C3 -0.695 -1.387 -1.807  -0.50
C4 0.464 -0.396 -2.023  -0.33
H1 0.233 0.153 -2.939  0.15
H2 0.565 0.288 -1.181  0.10
H3 1.417 -0.915 -2.148  0.03
H4 -1.613 -0.792 -1.837  0.42
H5 -0.699 -2.066 -2.665  0.28
H6 -2.549 -2.335 -0.481  0.27
C5 -6.830 2.037 -0.327  -0.78
C6 -5.447 1.420 -0.254  0.31
C7 -4.571 2.110 -1.278  -0.64
S1 -5.143 3.806 -1.350  1.22
O3 -5.490 4.125 -2.718  -0.67
O4 -4.259 4.618 -0.607  -0.67
C8 -6.644 3.544 -0.405  -0.67
H7 -7.505 1.677 0.438  0.37
H8 -7.241 1.739 -1.310  0.33
H9 -5.456 0.337 -0.364  0.40
H10 -5.031 1.634 0.741  -0.48
H11 -4.706 1.701 -2.285  0.32
H12 -3.507 2.055 -1.068  0.27
H13 -7.472 4.164 -0.709  0.49
H14 -6.311 3.907 0.581  0.17
C9 4.254 -4.316 0.256  -0.97
C10 3.592 -3.403 -0.799  -0.23
C11 2.170 -3.165 -0.386  0.43
S2 2.116 -3.251 1.378  1.54
O5 1.016 -4.137 1.771  -0.34
O6 2.071 -1.926 1.889  -0.66
C12 3.739 -4.013 1.623  -1.00
H15 5.322 -4.300 0.077  0.45
H16 3.903 -5.332 0.023  0.29
H17 3.588 -3.804 -1.807  0.37
H18 4.165 -2.472 -0.877  0.08
H19 1.579 -4.034 -0.702  0.46
H20 1.686 -2.262 -0.719  -1.01
H21 3.578 -4.875 2.258  0.45
H22 4.321 -3.266 2.157  0.45
C13 -0.860 3.196 -4.161  -0.43
C14 0.414 2.833 -4.942  0.04
C15 0.374 3.650 -6.191  -0.94
S3 -0.288 5.240 -5.718  1.17
O7 -1.286 5.602 -6.658  -0.66
O8 0.743 6.109 -5.376  -0.63
C16 -1.054 4.689 -4.180  -0.87
H23 -0.810 2.841 -3.124  0.18
H24 -1.727 2.670 -4.590  0.26
H25 0.511 1.769 -5.140  -0.04
H26 1.281 3.141 -4.338  0.18
H27 -0.364 3.242 -6.882  0.39
H28 1.313 3.846 -6.697  0.46
H29 -2.066 5.042 -4.151  0.46
H30 -0.384 5.066 -3.413  0.38
C17 0.352 -2.809 4.999  0.38
C18 0.746 -4.226 5.557  -0.63
C19 -0.505 -5.106 5.612  -0.74
S4 -1.767 -4.269 4.673  0.89
O9 -3.000 -4.478 5.296  -0.66
O10 -1.643 -4.644 3.251  -0.47
C20 -1.142 -2.641 5.005  -0.38
H31 0.726 -2.728 3.987  -0.68
H32 0.842 -2.051 5.599  0.54
H33 1.083 -4.083 6.576  0.32
H34 1.507 -4.709 4.960  0.23
H35 -0.873 -5.139 6.629  0.36
H36 -0.354 -6.086 5.173  0.49
H37 -1.511 -2.370 5.986  0.33
H38 -1.473 -1.987 4.208  0.09
C21 5.388 1.504 0.209  -0.85
C22 4.055 0.752 0.246  0.93
C23 2.969 1.778 0.125  -0.70
S5 3.540 3.239 1.029  1.18
O11 2.978 3.192 2.354  -0.68
O12 3.391 4.404 0.168  -0.66
C24 5.271 2.760 1.115  -0.76
H39 5.598 1.855 -0.815  0.31
H40 6.224 0.876 0.517  0.40
H41 3.864 0.176 1.160  0.06
H42 3.915 0.024 -0.562  -0.55
H43 1.973 1.574 0.518  0.28
H44 2.791 2.115 -0.903  0.24
H45 5.503 2.428 2.132  0.35
H46 5.906 3.606 0.895  0.47
Br1 2.238 -0.417 -5.354  -0.11
C25 3.893 0.027 -4.464  -0.57
C26 4.397 -1.033 -3.527  -0.11
Br2 4.526 -2.786 -4.370  -0.14
H47 3.797 0.957 -3.894  0.32
H48 4.572 0.242 -5.276  0.52
H49 3.792 -1.135 -2.636  -0.46
H50 5.424 -0.828 -3.239  0.55
Br3 -2.391 0.406 5.705  -0.14
C27 -3.690 1.731 5.129  -0.62
C28 -4.088 1.447 3.717  -0.57
Br4 -5.548 2.634 3.269  -0.13
H51 -3.308 2.716 5.344  0.43
H52 -4.566 1.578 5.751  0.39
H53 -4.436 0.429 3.660  0.39
H54 -3.297 1.625 3.002  0.36